{
  "formula": "C26H39N3O10",
  "method": "ωB97M-V/def2-TZVPD",
  "species": ["O", "C", "C", "C", "C", "O", "H", "H", "H", "H", "H", "H", "O", "C", "C", "C", "C", "O", "H", "H", "H", "H", "H", "H", "O", "C", "C", "C", "C", "O", "H", "H", "H", "H", "H", "H", "O", "C", "C", "C", "C", "O", "H", "H", "H", "H", "H", "H", "O", "C", "C", "C", "C", "O", "H", "H", "H", "H", "H", "H", "C", "C", "N", "H", "H", "H", "C", "C", "N", "H", "H", "H", "C", "C", "N", "H", "H", "H"],
  "positions_angstrom": [[3.972, -1.810, -1.069], [3.458, -1.425, -2.103], [2.949, -0.041, -2.434], [2.219, -0.092, -3.789], [2.341, -1.554, -4.191], [3.036, -2.248, -3.128], [2.527, 0.401, -1.503], [3.893, 0.528, -2.565], [1.144, 0.127, -3.720], [2.675, 0.555, -4.578], [1.369, -2.021, -4.133], [2.746, -1.846, -5.121], [3.185, 3.129, 0.921], [2.908, 2.011, 1.286], [3.698, 0.770, 1.061], [2.922, -0.391, 1.708], [1.844, 0.328, 2.521], [1.827, 1.703, 2.054], [3.707, 0.761, -0.003], [4.703, 0.977, 1.428], [2.412, -1.013, 1.027], [3.584, -0.967, 2.375], [0.938, -0.162, 2.285], [2.061, 0.334, 3.600], [-3.416, -4.591, -0.802], [-2.844, -5.027, 0.137], [-3.168, -4.667, 1.546], [-2.087, -5.240, 2.387], [-1.413, -6.321, 1.502], [-1.773, -5.892, 0.137], [-3.207, -3.560, 1.615], [-4.106, -5.140, 1.796], [-1.320, -4.522, 2.707], [-2.492, -5.576, 3.307], [-0.294, -6.219, 1.612], [-1.778, -7.309, 1.632], [-1.325, -1.626, 1.328], [-1.163, -1.016, 0.315], [-2.130, -1.087, -0.816], [-1.822, 0.172, -1.640], [-0.376, 0.525, -1.233], [-0.112, -0.073, 0.038], [-1.972, -2.021, -1.426], [-3.127, -1.061, -0.378], [-1.942, 0.156, -2.735], [-2.414, 0.988, -1.273], [0.381, 0.285, -1.932], [-0.315, 1.613, -1.114], [-0.598, 4.334, 0.407], [-0.818, 3.921, 1.532], [-1.173, 2.530, 1.782], [-1.346, 2.434, 3.293], [-1.345, 3.915, 3.748], [-0.927, 4.745, 2.638], [-2.148, 2.366, 1.380], [-0.361, 1.940, 1.390], [-2.242, 1.896, 3.455], [-0.621, 1.888, 3.804], [-2.410, 4.106, 3.921], [-0.715, 4.096, 4.554], [1.137, -4.457, -1.423], [0.545, -3.445, -2.232], [-0.117, -2.676, -2.774], [0.819, -5.278, -1.931], [0.803, -4.313, -0.405], [2.226, -4.397, -1.506], [1.852, 5.186, -1.356], [1.707, 3.857, -1.924], [1.693, 2.943, -2.642], [2.937, 5.446, -1.432], [1.438, 5.311, -0.418], [1.241, 5.827, -2.083], [-3.781, 4.926, -0.218], [-4.242, 3.654, 0.252], [-4.536, 2.604, 0.620], [-3.386, 5.554, 0.575], [-4.592, 5.507, -0.724], [-2.943, 4.729, -0.923]],
  "atomic_forces_ev_per_a": [[-0.414, 0.206, -1.773], [-1.606, -0.686, 0.053], [1.744, 1.050, 0.258], [0.025, 0.303, -0.339], [-1.090, -0.800, 1.716], [1.534, -0.138, 0.937], [-0.372, -0.303, -1.099], [-0.437, 0.057, 0.085], [0.545, 0.265, -0.009], [-0.385, -0.252, 0.980], [-0.278, 0.138, -0.430], [1.004, 0.205, -0.957], [-0.709, -0.769, 0.210], [-0.022, 0.496, 1.006], [-0.182, -0.062, 0.080], [1.350, 1.205, 1.238], [1.340, 0.562, 0.151], [-0.380, 0.310, 0.069], [0.614, -0.635, -0.869], [0.029, -0.353, -0.052], [-0.046, -0.805, -1.062], [-0.360, -0.012, -0.473], [-1.343, 0.053, 0.167], [-0.238, 0.107, -0.317], [0.169, -0.249, -1.436], [0.688, -0.137, 1.371], [-0.031, 1.154, 0.178], [1.460, -0.138, 0.345], [0.637, 2.437, -0.490], [-0.046, -0.197, -0.183], [-0.357, -0.722, -0.034], [-0.545, 0.226, -0.003], [-0.252, 0.119, -0.467], [-0.254, -0.877, 0.864], [-1.245, -0.583, -0.353], [-0.133, -0.903, 0.184], [1.280, 0.252, 0.630], [0.426, 0.849, -0.698], [0.046, 0.074, -1.679], [0.696, -0.063, -0.037], [-0.908, 1.352, 0.152], [-1.701, -2.092, 0.854], [-0.212, 0.819, 0.837], [0.029, -0.259, -0.181], [0.036, -0.451, 0.508], [-0.623, 0.357, 0.140], [0.576, -0.747, -0.553], [0.160, -0.135, 0.190], [0.153, 0.368, 1.302], [-0.315, 2.076, -1.603], [0.627, -0.394, 1.840], [0.250, 1.017, -0.843], [-2.214, -0.998, -1.606], [0.288, -1.562, -0.970], [-0.359, -0.368, -1.010], [-0.223, -0.522, -0.343], [-1.195, -0.054, 0.639], [1.654, -0.872, 0.548], [0.368, 0.749, 0.492], [0.870, 0.479, 1.487], [1.824, 2.090, 0.589], [-1.193, 1.608, -0.100], [0.263, -0.133, -0.045], [-0.889, -3.228, -0.531], [-0.105, -0.463, 0.167], [-0.100, 0.026, 0.214], [0.508, 0.804, -3.146], [0.230, -1.245, -1.412], [-0.160, 0.880, 1.318], [-0.991, -0.008, 0.294], [-0.574, 0.008, 1.997], [1.008, -0.520, 1.023], [0.208, 1.107, -1.349], [-0.257, -0.836, 0.486], [-0.011, 0.229, -0.060], [0.035, -0.123, 0.242], [0.648, -0.647, 0.319], [-0.567, 0.303, 0.352]],
  "smiles": "O=C1CCCO1.O=C1CCCO1.O=C1CCCO1.O=C1CCCO1.O=C1CCCO1.CC#N.CC#N.CC#N",
  "relative_energy_kj_mol": 0.0,
  "molar_mass_g_mol": 553.61,
  "gap_ev": 10.8352,
  "total_charge": 0,
  "e_tot_ha": -1930.76103,
  "homo_energy_ev": -10.18
}


{
  "formula": "C26H40AgAsN6O3SSi2",
  "method": "ωB97M-V/def2-TZVPD",
  "species": ["Ag", "N", "C", "S", "N", "N", "C", "C", "C", "C", "C", "C", "C", "C", "C", "C", "C", "C", "N", "H", "H", "H", "H", "H", "H", "H", "H", "H", "H", "H", "C", "N", "C", "C", "C", "O", "N", "C", "O", "H", "H", "H", "H", "H", "C", "C", "O", "H", "H", "H", "H", "H", "H", "C", "Si", "C", "C", "As", "Si", "C", "C", "C", "H", "H", "H", "H", "H", "H", "H", "H", "H", "H", "H", "H", "H", "H", "H", "H", "H", "H"],
  "positions_angstrom": [[-0.329, 0.349, 0.587], [-2.350, -4.103, 0.609], [-1.456, -3.059, 0.755], [-1.933, -1.731, 1.701], [-0.318, -3.275, 0.103], [0.506, -2.214, 0.106], [1.721, -2.410, -0.270], [2.244, -3.742, -0.689], [1.712, -4.396, -1.800], [2.209, -5.627, -2.198], [3.239, -6.232, -1.488], [3.767, -5.595, -0.375], [3.272, -4.358, 0.018], [2.638, -1.252, -0.255], [3.883, -1.315, -0.888], [4.726, -0.220, -0.825], [4.315, 0.907, -0.138], [3.051, 0.897, 0.440], [2.235, -0.148, 0.386], [-3.057, -4.154, 1.323], [-1.928, -4.970, 0.313], [0.893, -3.930, -2.332], [1.786, -6.122, -3.064], [3.623, -7.196, -1.799], [4.565, -6.061, 0.192], [3.683, -3.856, 0.887], [4.173, -2.211, -1.419], [5.694, -0.249, -1.316], [4.936, 1.790, -0.067], [2.647, 1.753, 0.965], [0.703, 5.296, -1.938], [0.713, 4.873, -0.557], [0.589, 5.745, 0.477], [0.628, 5.326, 1.750], [0.695, 3.885, 2.007], [0.641, 3.469, 3.186], [0.785, 3.043, 0.956], [0.962, 3.500, -0.302], [1.324, 2.817, -1.251], [0.412, 6.347, -1.982], [-0.011, 4.692, -2.498], [1.685, 5.166, -2.398], [0.456, 6.786, 0.200], [0.517, 6.006, 2.581], [1.074, -1.315, 3.982], [1.315, 0.167, 3.776], [0.107, 0.784, 3.400], [2.001, -1.820, 4.267], [0.690, -1.754, 3.061], [0.327, -1.476, 4.762], [2.077, 0.299, 2.997], [1.708, 0.623, 4.699], [0.294, 1.743, 3.264], [-5.183, 2.958, -0.173], [-3.494, 2.482, 0.568], [-2.820, 4.089, 1.297], [-3.851, 1.382, 2.058], [-2.015, 1.654, -1.006], [-3.361, -0.025, -1.853], [-4.403, 0.608, -3.318], [-2.258, -1.392, -2.548], [-4.623, -0.890, -0.740], [-5.795, 3.473, 0.576], [-5.736, 2.083, -0.520], [-5.047, 3.627, -1.027], [-3.577, 4.566, 1.928], [-2.518, 4.796, 0.521], [-1.950, 3.880, 1.920], [-4.501, 1.902, 2.772], [-2.913, 1.137, 2.562], [-4.324, 0.442, 1.778], [-3.765, 1.068, -4.075], [-5.113, 1.366, -2.978], [-4.965, -0.210, -3.782], [-1.418, -0.973, -3.107], [-2.819, -2.062, -3.208], [-1.849, -1.980, -1.724], [-5.415, -0.219, -0.404], [-4.123, -1.312, 0.133], [-5.090, -1.708, -1.302]],
  "atomic_forces_ev_per_a": [[-0.267, -0.083, -0.085], [0.044, -0.035, -0.007], [-0.198, 0.183, 0.113], [0.072, -0.132, 0.011], [0.098, -0.009, -0.031], [0.091, -0.063, 0.029], [-0.122, -0.011, 0.001], [-0.013, -0.009, -0.042], [0.008, -0.002, 0.026], [-0.006, 0.003, -0.005], [-0.006, -0.004, 0.001], [0.013, -0.010, 0.011], [-0.020, 0.015, -0.015], [0.005, 0.059, 0.010], [0.016, -0.022, 0.016], [0.014, -0.014, -0.010], [-0.012, 0.057, 0.029], [-0.045, -0.044, -0.019], [-0.008, -0.028, -0.058], [0.008, 0.012, -0.008], [-0.011, -0.017, -0.004], [0.001, -0.004, -0.007], [-0.006, 0.000, -0.006], [0.003, -0.002, 0.000], [-0.002, 0.003, 0.000], [0.007, -0.003, 0.003], [0.000, 0.019, -0.004], [-0.020, -0.002, 0.010], [-0.009, 0.001, 0.004], [0.032, 0.089, -0.031], [-0.012, -0.011, -0.024], [-0.051, 0.001, -0.017], [0.010, 0.060, -0.020], [-0.035, 0.000, 0.046], [-0.112, 0.030, -0.115], [-0.023, -0.070, 0.028], [0.371, 0.056, 0.199], [-0.048, -0.026, 0.138], [0.086, -0.060, -0.153], [-0.008, -0.004, 0.004], [0.010, 0.005, -0.011], [0.000, 0.009, -0.004], [0.007, -0.010, 0.017], [0.002, 0.011, -0.007], [-0.012, 0.045, -0.032], [0.078, -0.015, 0.000], [0.023, 0.084, -0.087], [0.018, -0.004, 0.000], [-0.005, -0.025, -0.010], [-0.015, 0.000, 0.009], [-0.013, 0.022, 0.036], [0.003, -0.014, 0.005], [-0.056, 0.016, 0.028], [0.027, -0.002, 0.039], [-0.043, -0.082, -0.019], [-0.016, -0.037, -0.007], [0.000, 0.099, 0.016], [0.145, 0.024, 0.104], [-0.039, -0.025, -0.012], [0.039, -0.004, 0.017], [-0.046, 0.006, 0.041], [0.034, -0.021, -0.071], [-0.025, 0.003, 0.011], [-0.008, -0.027, -0.019], [0.012, 0.016, -0.017], [-0.017, 0.011, 0.007], [0.017, 0.001, -0.025], [0.049, 0.010, 0.016], [-0.011, 0.007, 0.010], [0.017, -0.008, 0.014], [-0.008, -0.059, -0.036], [0.018, 0.009, -0.012], [-0.012, 0.024, 0.004], [-0.023, -0.015, -0.011], [0.019, 0.038, -0.018], [-0.016, -0.021, 0.002], [0.033, -0.011, -0.020], [-0.008, 0.047, 0.018], [-0.010, -0.012, 0.025], [-0.012, -0.018, -0.015]],
  "relative_energy_kj_mol": 82.3,
  "molar_mass_g_mol": 755.67,
  "gap_ev": 5.1339,
  "total_charge": -2,
  "e_tot_ha": -4929.09622,
  "homo_energy_ev": -0.80
}


{
  "formula": "C26H40AlBrCl5F3IKN2O9PS",
  "method": "ωB97M-V/def2-TZVPD",
  "species": ["C", "C", "P", "C", "N", "C", "C", "C", "I", "S", "O", "O", "F", "H", "H", "H", "H", "H", "H", "H", "H", "H", "H", "H", "H", "H", "H", "Al", "C", "Cl", "Cl", "Cl", "Cl", "C", "C", "C", "C", "N", "H", "H", "H", "H", "H", "H", "H", "F", "C", "C", "C", "C", "C", "C", "H", "H", "H", "H", "H", "Br", "Cl", "C", "C", "C", "O", "H", "H", "H", "H", "H", "H", "H", "K", "C", "C", "O", "C", "O", "O", "H", "H", "H", "H", "C", "C", "O", "C", "O", "O", "F", "H", "H", "H"],
  "positions_angstrom": [[-2.659, 4.861, 0.589], [-1.517, 4.146, 1.365], [-0.823, 2.666, 0.365], [-2.246, 1.607, -0.135], [0.284, 1.832, 1.484], [1.234, 0.909, 0.809], [2.433, 1.806, 0.263], [3.660, 0.968, -0.143], [3.006, 3.098, 1.960], [-0.474, 1.156, 2.847], [0.134, 1.907, 4.108], [-0.233, -0.218, 3.063], [-2.090, 1.376, 2.884], [-3.567, 4.898, 1.206], [-2.340, 5.889, 0.347], [-2.835, 4.320, -0.384], [-1.844, 3.865, 2.425], [-0.640, 4.890, 1.436], [-2.189, 0.569, 0.216], [-2.331, 1.631, -1.231], [-3.198, 2.024, 0.244], [1.703, 0.177, 1.474], [0.804, 0.393, -0.067], [2.060, 2.437, -0.548], [4.531, 1.638, -0.112], [3.515, 0.653, -1.186], [3.829, 0.124, 0.535], [-4.184, 5.111, -1.618], [0.774, -2.741, -0.130], [2.265, -2.010, -0.799], [0.802, -2.502, 1.618], [-0.675, -1.954, -0.774], [0.730, -4.461, -0.518], [1.246, -0.555, 6.054], [0.585, -1.095, 7.315], [1.490, -2.056, 8.091], [1.829, -3.215, 7.244], [2.079, -4.104, 6.587], [1.476, -1.356, 5.349], [0.579, 0.140, 5.545], [2.174, -0.027, 6.291], [-0.342, -1.604, 7.042], [0.312, -0.259, 7.963], [0.985, -2.411, 8.989], [2.411, -1.557, 8.395], [1.392, 2.590, -2.560], [2.388, 2.925, -3.425], [3.168, 1.926, -3.966], [4.180, 2.266, -4.850], [4.403, 3.598, -5.171], [3.611, 4.592, -4.613], [2.591, 4.254, -3.737], [2.981, 0.891, -3.698], [4.794, 1.492, -5.289], [5.196, 3.862, -5.859], [3.788, 5.630, -4.861], [1.956, 5.014, -3.297], [-1.621, 1.609, 5.241], [1.455, -1.269, -2.957], [-6.431, -1.066, -0.778], [-5.945, 0.275, -1.363], [-5.221, -0.004, -2.697], [-5.060, 0.825, -0.493], [-5.603, -1.752, -0.588], [-6.968, -0.914, 0.159], [-7.117, -1.562, -1.474], [-6.859, 0.844, -1.626], [-4.358, -0.661, -2.562], [-4.873, 0.925, -3.159], [-5.896, -0.491, -3.410], [0.497, 4.290, 3.019], [0.925, -1.564, -7.059], [0.572, -1.037, -8.426], [0.587, 0.378, -8.228], [1.384, 0.633, -7.160], [1.739, 1.717, -6.835], [1.722, -0.510, -6.515], [1.486, -2.494, -7.098], [0.048, -1.706, -6.424], [1.318, -1.296, -9.181], [-0.405, -1.371, -8.767], [0.553, -5.688, 3.385], [0.869, -7.113, 3.020], [-0.221, -7.825, 3.576], [-1.283, -6.966, 3.572], [-2.407, -7.294, 3.715], [-0.877, -5.685, 3.373], [2.015, -7.533, 3.608], [0.911, -5.424, 4.383], [0.951, -4.972, 2.668], [0.920, -7.304, 1.946]],
  "atomic_forces_ev_per_a": [[0.698, -0.292, 0.189], [0.589, 0.034, 0.769], [0.394, 0.969, -1.796], [-0.510, 0.479, 0.690], [-3.457, -0.447, 1.373], [2.079, 0.654, -1.131], [-0.796, -1.047, 0.639], [-0.293, 0.914, -0.002], [1.323, -0.469, -0.880], [2.592, -0.986, 3.474], [-0.965, -0.018, -4.830], [-0.624, 0.040, -1.158], [2.315, 0.341, -3.157], [0.044, -0.144, -0.459], [-0.228, -0.323, -0.003], [0.423, -0.059, 1.150], [0.047, 0.479, -1.381], [-2.079, -1.006, -0.907], [-0.003, 0.238, -0.139], [0.316, -0.193, 0.322], [0.216, -0.460, -0.026], [-0.655, 0.218, 0.191], [-0.144, 0.140, 0.402], [0.338, 0.147, 0.383], [-0.135, -0.383, -0.159], [0.042, -0.187, 0.308], [-0.068, 0.187, -0.237], [-0.879, -0.049, -0.706], [0.278, 0.011, -0.166], [0.253, -1.133, 2.335], [0.053, -0.177, 0.087], [-0.025, -0.079, 0.159], [0.040, 0.185, 0.020], [0.004, 0.027, -0.057], [-0.036, 0.219, -0.193], [-0.157, -0.179, -0.306], [-0.363, 1.654, 1.543], [0.362, -1.488, -1.259], [0.055, -0.025, 0.052], [0.164, -0.136, 0.168], [-0.003, -0.024, -0.019], [0.008, -0.027, 0.088], [0.007, -0.078, 0.078], [0.074, -0.079, -0.003], [0.029, -0.059, -0.020], [-0.181, 0.066, 0.085], [0.510, 0.065, -0.470], [-0.024, -0.396, 0.245], [-0.009, 0.290, 0.097], [0.075, -0.019, -0.038], [0.056, -0.144, -0.032], [-0.249, 0.168, 0.216], [-0.126, 0.015, -0.087], [-0.044, -0.034, 0.006], [-0.025, 0.009, -0.002], [-0.036, -0.006, 0.001], [-0.002, -0.009, -0.004], [-1.785, 0.414, 4.660], [-0.652, 1.031, -2.380], [-0.385, -0.356, -0.094], [0.761, -0.860, -0.334], [-0.310, -0.212, -0.424], [-0.008, 1.204, 0.228], [0.109, 0.175, -0.025], [0.083, 0.121, -0.007], [0.016, 0.061, -0.009], [0.133, 0.368, 0.374], [-0.027, 0.054, 0.185], [-0.011, 0.054, 0.111], [0.025, 0.038, 0.001], [0.733, 0.530, 2.176], [-0.063, -0.423, 0.190], [-0.125, -0.236, -0.313], [0.081, -0.081, 0.184], [0.023, -0.094, 0.061], [0.029, 0.269, 0.038], [-0.103, 0.202, -0.303], [0.142, 0.116, 0.121], [0.027, 0.050, 0.006], [0.019, 0.032, 0.039], [-0.038, 0.209, -0.006], [0.151, 0.565, -0.032], [0.237, -0.220, 0.465], [-0.055, 0.417, -0.448], [-0.224, 0.001, 0.165], [-0.266, -0.079, 0.090], [0.216, -0.304, -0.070], [-0.002, -0.082, -0.110], [0.103, -0.213, 0.010], [-0.228, -0.061, -0.034], [0.125, -0.086, 0.041]],
  "molar_mass_g_mol": 1094.80,
  "gap_ev": 1.7744,
  "total_charge": 1,
  "e_tot_ha": -8854.83647,
  "homo_energy_ev": -8.62
}


- Number 2 is which compound?
  C26H40AgAsN6O3SSi2